(A)
ORCA calculation (the ωB97M-V functional and the def2-TZVPD basis) on a cluster of 6 separate species, H12O6 in total.

ORCA input file:
```
! wB97M-V def2-TZVPD RIJCOSX def2/J DEFGRID3
* xyz 0 1
O 1.0397 3.2536 -1.3494
H -1.8424 -0.0865 0.9773
H 1.8053 0.7501 1.8283
H -0.6955 0.2198 -0.6721
O 1.9870 -1.9686 0.2358
H 1.1148 -2.1549 0.5705
H 0.8022 0.3516 -1.0700
H 0.7879 2.2842 -1.3628
O -0.0387 0.7782 -1.1085
H 2.1295 -1.0557 0.5380
H -4.0903 -1.8251 0.5715
H -3.0497 -1.5638 -0.4237
H 2.7277 1.3365 0.7114
O -1.6999 -0.7875 0.3353
H -1.3508 -1.5455 0.8405
O 2.3870 0.5572 1.0955
O -3.9749 -1.7984 -0.3616
H 1.9611 3.2548 -1.3561
*
```

Values from the calculation:
structure (SMILES) = O.O.O.O.O.O
orbital gap = 10.4955 eV
HOMO = -10.9 eV


(B)
ORCA calculation (the ωB97M-V functional and the def2-TZVPD basis) on a cluster of 6 separate species, H12O6 in total.

ORCA input file:
```
! wB97M-V def2-TZVPD RIJCOSX def2/J DEFGRID3
* xyz 0 1
H 1.6818 0.9142 1.6331
O 2.4252 -0.9358 -0.6716
O -2.1220 -1.3587 0.5661
H -0.0259 3.0579 -0.9401
H 3.0422 -1.6273 -0.2421
H -3.0338 1.3917 -0.3257
O -0.1521 2.5992 -0.1311
H -1.4815 1.5126 -0.3909
H -0.4632 -2.8178 -0.8812
H -0.6384 -2.1323 0.5097
O -2.2868 0.9149 -0.5259
H -2.0664 -0.5769 -0.0190
H 0.6244 2.1655 0.1819
O 2.0817 1.2732 0.7307
H 2.4254 0.4372 0.1965
O 0.1097 -2.5140 -0.0423
H 1.4738 -1.3302 -0.5376
H -1.9839 -0.8260 1.4087
*
```

Values from the calculation:
structure (SMILES) = O.O.O.O.O.O
orbital gap = 11.6161 eV
HOMO = -11.1 eV


Short version: (A) is the least stable of them.


(A)
ORCA calculation (the ωB97M-V functional and the def2-TZVPD basis) on a cluster of 6 separate species, H12O6 in total.

ORCA input file:
```
! wB97M-V def2-TZVPD RIJCOSX def2/J DEFGRID3
* xyz 0 1
H -0.7575 1.2384 -2.0579
O -1.3314 -1.4373 0.2477
O -0.5649 0.3119 -1.9873
O 0.7697 0.3254 0.5405
H -0.2454 0.3459 -1.0777
H -1.3455 0.4876 1.9666
H 0.9010 0.6188 1.4330
H -1.8062 -0.6668 0.0467
H 0.7376 2.8333 -0.5271
O -1.5670 0.6525 2.8870
H 1.4775 1.7105 -0.6132
O 1.6019 -2.8130 -0.9618
H 1.6100 -1.8639 -1.2641
H -1.9210 -2.1430 0.4435
O 1.3818 2.5045 -1.1160
H 2.1712 -3.2648 -1.5686
H 0.2094 -0.4107 0.6374
H -1.3211 1.5708 2.9712
*
```

Values from the calculation:
structure (SMILES) = O.O.O.O.O.O
orbital gap = 11.1707 eV
HOMO = -11.2 eV


(B)
ORCA calculation (the ωB97M-V functional and the def2-TZVPD basis) on a cluster of 6 separate species, H12O6 in total.

ORCA input file:
```
! wB97M-V def2-TZVPD RIJCOSX def2/J DEFGRID3
* xyz 0 1
H 0.0083 1.1153 -2.8521
H -1.3787 1.2227 -3.4084
O 0.6148 0.0797 -1.3699
O -2.0925 0.5001 -0.7378
H -0.3956 -1.1933 1.7118
H 1.4169 -2.6203 1.3797
H -2.4596 -0.3247 -1.0652
O 1.0973 -1.7798 1.0746
H 0.9890 0.7681 -0.8258
H -1.7262 -0.5460 1.2544
H 1.5293 -1.1907 1.6975
H 2.1651 1.7777 2.2336
H -1.1125 0.3901 -0.7126
O -1.3616 -1.2028 1.8502
H 0.7898 1.3073 1.9891
O 1.6777 0.9312 2.1657
H 0.7448 -0.7449 -0.8472
O -0.5063 1.5102 -3.5375
*
```

Values from the calculation:
structure (SMILES) = O.O.O.O.O.O
orbital gap = 10.7783 eV
HOMO = -10.8 eV


(C)
ORCA calculation (the ωB97M-V functional and the def2-TZVPD basis) on a cluster of 6 separate species, H12O6 in total.

ORCA input file:
```
! wB97M-V def2-TZVPD RIJCOSX def2/J DEFGRID3
* xyz 0 1
H 0.6761 5.5097 0.4860
O 0.7992 -2.7148 1.5424
H -0.8274 -0.0604 -3.8474
H 4.7324 -1.6200 3.6858
O -4.5832 -1.7105 -1.9502
H -0.4277 -0.0150 0.1086
O 4.1776 -0.8529 3.8274
H 1.0406 -3.1114 2.3794
H 1.2990 4.5788 1.5044
H -5.0515 -1.5842 -1.1250
H -0.8516 1.3695 -0.3335
O -0.6539 0.1022 -4.7746
H 0.0032 -3.1764 1.2788
O 0.4684 4.9871 1.2606
O -1.1033 0.4475 -0.3872
H -3.7031 -1.3744 -1.7806
H 3.7176 -0.7328 2.9966
H 0.2875 -0.0418 -4.8715
*
```

Values from the calculation:
structure (SMILES) = O.O.O.O.O.O
orbital gap = 11.5760 eV
HOMO = -11.4 eV


(D)
ORCA calculation (the ωB97M-V functional and the def2-TZVPD basis) on a cluster of 6 separate species, H12O6 in total.

ORCA input file:
```
! wB97M-V def2-TZVPD RIJCOSX def2/J DEFGRID3
* xyz 0 1
O -3.6976 -0.0227 -0.4721
H 3.6532 0.0727 -1.6599
H -1.9662 -2.9495 0.4467
H -0.5715 -2.7098 0.7977
H -3.3683 0.1764 -1.3906
H -0.9029 0.9053 -1.1463
H -0.2444 3.6346 2.1286
O 2.8366 0.6560 -1.5086
H -0.1393 -0.0976 -0.3606
O -0.2202 3.0297 1.4850
O -1.3161 -2.3049 0.3160
O 2.4853 -1.6704 1.2448
H 2.1279 -2.3243 1.9338
H -4.1576 -0.8358 -0.6223
H -1.1035 2.9723 1.1004
H 3.2099 1.4334 -1.1236
O -0.0168 0.5532 -1.1463
H 2.8924 -2.2060 0.5447
*
```

Values from the calculation:
structure (SMILES) = O.O.O.O.O.O
orbital gap = 10.7011 eV
HOMO = -10.3 eV


Short version: (D) is the least stable of them.


(A)
ORCA calculation (the ωB97M-V functional and the def2-TZVPD basis) on a cluster of 6 separate species, H12O6 in total.

ORCA input file:
```
! wB97M-V def2-TZVPD RIJCOSX def2/J DEFGRID3
* xyz 0 1
H -9.6122 17.0499 7.9827
H -7.8466 13.4413 9.5524
H -12.7505 13.9339 8.9392
H -4.2436 11.8539 12.8570
H -12.2272 13.4932 10.2897
H -4.8127 12.3892 14.1537
H -8.1971 12.7507 16.2838
O -12.0440 14.0917 9.5655
O -8.5571 12.0389 15.7547
H -6.7415 13.5249 10.5838
O -10.7372 11.7227 4.9740
H -7.9117 11.9058 15.0605
O -6.9585 13.7729 9.6851
O -5.0701 12.0052 13.3156
O -9.7613 17.7147 7.3103
H -10.2849 17.2691 6.6443
H -11.1648 10.9770 4.5529
H -10.6619 11.4682 5.8937
*
```

Values from the calculation:
structure (SMILES) = O.O.O.O.O.O
orbital gap = 11.5199 eV
HOMO = -11.2 eV


(B)
ORCA calculation (the ωB97M-V functional and the def2-TZVPD basis) on a cluster of 6 separate species, H12O6 in total.

ORCA input file:
```
! wB97M-V def2-TZVPD RIJCOSX def2/J DEFGRID3
* xyz 0 1
O -0.0261 3.4899 -1.6351
H 3.1262 -1.6771 2.8392
O 2.3402 -2.2136 2.6865
O 0.0271 -1.2356 0.4108
H -3.1029 -3.6625 3.0763
H -1.8991 1.2296 -2.9117
H 1.6066 3.4508 -1.5337
H -0.1178 -0.3074 0.6264
H -0.6106 3.1903 -0.9297
O -1.5774 0.5552 -2.3030
O 1.6658 2.5017 -1.3764
H 0.8631 2.2949 -0.8847
H -1.7489 -3.9700 2.4580
O -2.6151 -3.6035 2.2472
H -0.7608 0.2431 -2.7090
H 1.8771 -1.7542 1.9769
H 0.9709 -1.2881 0.2227
H -0.0184 2.7566 -2.2606
*
```

Values from the calculation:
structure (SMILES) = O.O.O.O.O.O
orbital gap = 10.0834 eV
HOMO = -10.0 eV


(C)
ORCA calculation (the ωB97M-V functional and the def2-TZVPD basis) on a cluster of 6 separate species, H12O6 in total.

ORCA input file:
```
! wB97M-V def2-TZVPD RIJCOSX def2/J DEFGRID3
* xyz 0 1
H -0.3330 -1.3808 -1.3831
H 0.1319 -0.8189 2.1885
H -3.1289 -0.5811 0.1392
H 0.3086 1.5807 -0.5839
O -0.6585 1.3787 -1.6671
H -0.1571 0.7052 -2.1751
H 1.0054 -1.2648 -0.7933
O 1.8481 -0.9396 0.8664
H -0.1057 0.6047 1.6956
H 1.8057 0.0371 0.8231
H -1.6621 -0.7582 0.9210
H -1.2250 0.8688 -0.8719
O -2.0252 -0.6990 0.0003
O 0.8093 1.5697 0.3893
H 1.2441 2.4601 0.3061
H 2.8049 -1.2561 0.8093
O 0.5649 -1.1432 -1.7520
O -0.6246 -0.1912 2.0286
*
```

Values from the calculation:
structure (SMILES) = O.O.O.O.O.O
orbital gap = 11.3597 eV
HOMO = -10.9 eV


Short version: (B) is the least stable of them.